Density functional theory data (ωB97M-V/def2-TZVPD) for a molecular structure, C50H49FeN6O3PS4 at a distorted geometry.

Geometry (Å):
Fe: -0.150 0.011 -0.236
N: -0.532 -2.025 -0.115
C: 0.711 -2.781 -0.327
C: 1.693 -1.973 -1.163
O: 2.648 -2.547 -1.674
O: 1.439 -0.708 -1.198
H: -0.971 -2.221 0.768
H: -1.224 -2.191 -0.829
H: 0.552 -3.741 -0.810
H: 1.206 -2.953 0.629
N: 1.237 -0.309 1.334
S: 2.344 -0.093 2.216
N: 2.010 -0.199 3.856
S: 1.120 0.860 4.518
N: -0.039 1.556 3.779
S: -1.234 0.815 2.885
N: -1.139 0.792 1.454
C: -2.618 1.792 3.421
C: -3.852 1.392 2.921
C: -4.964 2.179 3.161
C: -4.832 3.375 3.863
C: -3.594 3.770 4.346
C: -2.474 2.972 4.133
C: -1.476 -0.742 3.731
C: -2.406 -0.907 4.753
C: -2.570 -2.171 5.311
C: -1.799 -3.238 4.863
C: -0.851 -3.049 3.865
C: -0.691 -1.799 3.288
C: 2.071 2.206 5.145
C: 1.753 3.518 4.841
C: 2.573 4.526 5.331
C: 3.679 4.210 6.107
C: 3.983 2.882 6.400
C: 3.180 1.869 5.916
C: 0.568 0.073 6.003
C: 0.926 -1.234 6.296
C: 0.411 -1.817 7.448
C: -0.435 -1.093 8.276
C: -0.780 0.219 7.965
C: -0.280 0.811 6.821
C: 3.181 1.473 2.075
C: 4.411 1.723 2.683
C: 4.964 2.987 2.559
C: 4.289 3.978 1.846
C: 3.067 3.706 1.244
C: 2.511 2.440 1.353
C: 3.662 -1.262 2.154
C: 4.066 -1.569 0.859
C: 5.104 -2.471 0.685
C: 5.734 -3.026 1.793
C: 5.325 -2.698 3.083
C: 4.275 -1.814 3.275
H: -3.920 0.473 2.346
H: -5.936 1.868 2.796
H: -5.701 4.002 4.025
H: -3.495 4.708 4.880
H: -1.496 3.258 4.502
H: -3.002 -0.072 5.101
H: -3.305 -2.320 6.092
H: -1.938 -4.223 5.297
H: -0.235 -3.880 3.536
H: 0.043 -1.609 2.515
H: 0.892 3.734 4.219
H: 2.344 5.559 5.105
H: 4.311 5.002 6.490
H: 4.849 2.640 7.004
H: 3.404 0.826 6.122
H: 1.580 -1.774 5.621
H: 0.672 -2.839 7.693
H: -0.834 -1.555 9.173
H: -1.444 0.777 8.614
H: -0.545 1.831 6.554
H: 4.926 0.941 3.231
H: 5.927 3.200 3.007
H: 4.730 4.964 1.748
H: 2.552 4.476 0.678
H: 1.580 2.174 0.870
H: 3.561 -1.123 0.006
H: 5.401 -2.744 -0.320
H: 6.548 -3.728 1.651
H: 5.825 -3.136 3.939
H: 3.925 -1.560 4.269
S: -0.219 3.814 -2.462
C: -0.083 4.268 -0.809
C: -0.062 3.191 0.024
C: -0.134 1.968 -0.701
C: -0.262 2.152 -2.023
C: -0.462 1.007 -2.892
C: -0.445 1.005 -4.280
C: -0.636 -0.195 -4.941
C: -0.852 -1.351 -4.201
C: -0.872 -1.254 -2.827
N: -0.696 -0.101 -2.173
H: -0.035 5.317 -0.547
H: -0.023 3.272 1.103
H: -0.270 1.926 -4.821
H: -0.610 -0.233 -6.024
H: -0.996 -2.310 -4.682
H: -1.044 -2.135 -2.221
C: -3.518 1.924 -0.683
P: -3.687 0.181 -1.051
C: -3.955 0.080 -2.822
C: -5.230 -0.402 -0.351
O: -2.513 -0.629 -0.554
H: -4.461 2.466 -0.796
H: -2.769 2.334 -1.367
H: -3.126 2.020 0.333
H: -4.862 0.634 -3.091
H: -4.073 -0.966 -3.111
H: -3.103 0.506 -3.352
H: -6.069 0.201 -0.709
H: -5.193 -0.368 0.740
H: -5.372 -1.437 -0.665

## Properties
LUMO (alpha / beta): -2.1701 / -2.1690 eV
multiplicity: 2
energy relative to the best compared isomer or geometry (same formula, charge and spin): 64.3 kcal per mole
HOMO-LUMO gap (alpha / beta): 7.870 / 7.855 eV
E_HOMO (alpha / beta): -0.369 / -0.368 hartree
charge: +1

---

Density functional theory data (ωB97M-V/def2-TZVPD) for 2 unconnected molecules or ions with the total composition C2H2Cl2O at a distorted geometry.

Geometry (Å):
C: 0.673 -0.275 -0.552
C: -1.124 0.564 0.482
O: -1.488 1.670 0.719
Cl: 2.069 0.814 -0.424
Cl: 0.960 -1.606 0.487
H: 0.271 -0.682 -1.452
H: -1.361 -0.486 0.740

## Properties
LUMO: 0.1945 eV
energy relative to the best compared isomer or geometry (same formula, charge and spin): 63.8 kcal per mole
HOMO-LUMO gap: 9.005 eV
E_HOMO: -0.324 hartree
charge: 0

---

Density functional theory data (ωB97M-V/def2-TZVPD) for a molecular structure, C32H46Cl2O2P4Re at a distorted geometry.

Geometry (Å):
P: 1.430 1.157 -2.655
C: 3.111 1.352 -3.357
C: 3.562 0.697 -4.514
H: 2.911 0.001 -5.040
C: 4.851 0.940 -4.998
H: 5.185 0.439 -5.908
C: 5.705 1.814 -4.320
H: 6.711 1.998 -4.699
C: 5.269 2.450 -3.150
H: 5.934 3.133 -2.618
C: 3.988 2.214 -2.662
H: 3.648 2.695 -1.746
C: 0.767 -0.243 -3.636
C: 1.085 -1.544 -3.187
H: 1.682 -1.668 -2.284
C: 0.655 -2.655 -3.907
H: 0.922 -3.657 -3.565
C: -0.112 -2.489 -5.065
H: -0.452 -3.362 -5.626
C: -0.449 -1.205 -5.502
H: -1.049 -1.068 -6.402
C: -0.018 -0.084 -4.786
H: -0.294 0.913 -5.128
C: 0.544 2.590 -3.377
C: 1.072 3.399 -4.395
H: 2.072 3.210 -4.782
C: 0.314 4.449 -4.920
H: 0.729 5.062 -5.720
C: -0.965 4.710 -4.421
H: -1.554 5.533 -4.831
C: -1.489 3.921 -3.390
H: -2.489 4.121 -3.002
C: -0.735 2.881 -2.854
H: -1.128 2.285 -2.029
Re: 0.164 -0.607 3.273
C: -1.568 -1.701 2.811
C: -2.049 -1.720 1.552
H: -2.146 -2.123 3.645
C: -1.177 -1.130 0.470
O: -1.869 0.039 -0.042
H: -1.368 0.434 -0.780
C: 0.075 -0.718 1.152
H: -0.973 -1.849 -0.346
C: 1.000 0.104 1.513
Cl: -0.451 -1.274 5.537
Cl: 2.085 0.525 4.241
P: 1.458 -2.484 3.249
C: 2.341 -2.936 4.788
H: 1.610 -3.124 5.580
H: 2.991 -2.110 5.090
H: 2.938 -3.836 4.600
C: 0.568 -4.036 2.895
H: 0.062 -3.965 1.928
H: -0.180 -4.203 3.675
H: 1.279 -4.867 2.876
C: 2.819 -2.506 2.040
H: 3.494 -1.670 2.249
H: 2.418 -2.399 1.028
H: 3.355 -3.456 2.126
P: -3.732 -2.296 1.224
C: -4.316 -3.169 2.664
C: -3.496 -3.372 -0.186
H: -4.444 -2.470 3.501
H: -3.602 -3.948 2.958
H: -5.283 -3.633 2.432
H: -3.080 -2.793 -1.019
H: -4.460 -3.806 -0.471
H: -2.794 -4.168 0.089
C: -4.796 -0.912 0.830
H: -4.930 -0.283 1.719
H: -5.772 -1.299 0.506
H: -4.337 -0.310 0.035
H: 1.746 0.817 1.200
C: -0.758 2.320 5.763
P: -1.055 2.413 4.004
C: -2.650 3.117 3.631
C: 0.219 3.314 3.143
O: -1.126 0.991 3.423
H: -1.520 1.679 6.221
H: -0.802 3.324 6.196
H: 0.224 1.869 5.943
H: -2.725 4.131 4.035
H: -2.783 3.139 2.541
H: -3.437 2.483 4.059
H: 1.186 2.818 3.288
H: -0.020 3.324 2.073
H: 0.255 4.339 3.526

## Properties
LUMO (alpha / beta): -4.6115 / -9.0539 eV
multiplicity: 4
energy relative to the best compared isomer or geometry (same formula, charge and spin): 3.8 kcal per mole
HOMO-LUMO gap (alpha / beta): 7.264 / 3.507 eV
E_HOMO (alpha / beta): -0.436 / -0.462 hartree
charge: +2

---

Density functional theory data (ωB97M-V/def2-TZVPD) for a molecular structure, C32H31CrN2SSb2Se.

Geometry (Å):
Cr: 0.362 -0.663 -2.503
C: -0.459 -3.320 1.311
C: 0.971 -3.434 0.793
C: 1.995 -2.469 1.384
Sb: 2.091 -0.362 0.835
C: 2.831 -0.578 -1.170
C: 3.514 0.553 -1.641
C: 4.023 0.599 -2.923
C: 3.831 -0.475 -3.791
C: 3.150 -1.593 -3.348
C: 2.638 -1.646 -2.045
C: 4.086 -0.302 1.709
C: 4.239 0.263 2.974
C: 5.472 0.272 3.619
C: 6.581 -0.281 2.996
C: 6.450 -0.840 1.731
C: 5.214 -0.851 1.097
Sb: -1.567 -1.490 0.952
C: -2.961 -1.892 2.557
C: -3.611 -0.814 3.156
C: -4.528 -1.004 4.184
C: -4.805 -2.285 4.637
C: -4.161 -3.371 4.058
C: -3.249 -3.173 3.030
C: -2.816 -2.272 -0.596
C: -3.342 -3.561 -0.581
C: -4.137 -4.015 -1.623
C: -4.413 -3.180 -2.698
C: -3.894 -1.894 -2.724
C: -3.101 -1.438 -1.676
H: -0.481 -3.444 2.399
H: -1.060 -4.128 0.886
H: 0.974 -3.391 -0.296
H: 1.316 -4.447 1.039
H: 1.891 -2.419 2.475
H: 3.005 -2.843 1.194
H: 3.633 1.416 -0.995
H: 4.550 1.483 -3.262
H: 4.216 -0.438 -4.803
H: 2.995 -2.439 -4.008
H: 2.248 -2.595 -1.700
H: 3.383 0.713 3.470
H: 5.565 0.716 4.603
H: 7.544 -0.273 3.492
H: 7.313 -1.268 1.236
H: 5.131 -1.285 0.106
H: -3.404 0.195 2.815
H: -5.024 -0.150 4.631
H: -5.517 -2.438 5.439
H: -4.371 -4.375 4.408
H: -2.755 -4.037 2.600
H: -3.125 -4.232 0.242
H: -4.530 -5.025 -1.603
H: -5.024 -3.538 -3.518
H: -4.088 -1.243 -3.567
H: -2.659 -0.448 -1.736
C: 0.655 0.744 -5.691
C: 0.208 -0.681 -5.645
C: -0.020 -1.454 -6.776
C: -0.403 -2.768 -6.566
N: -0.569 -3.326 -5.375
C: -0.351 -2.528 -4.317
S: -0.507 -3.029 -2.675
N: 0.035 -1.229 -4.448
H: 0.541 1.160 -6.691
H: 1.704 0.808 -5.391
H: 0.101 1.329 -4.954
H: 0.100 -1.044 -7.769
H: -0.583 -3.420 -7.417
Se: 0.025 1.534 -1.901

## Properties
LUMO (alpha / beta): 2.6668 / 2.6608 eV
multiplicity: 5
energy relative to the best compared isomer or geometry (same formula, charge and spin): 21.7 kcal per mole
HOMO-LUMO gap (alpha / beta): 5.644 / 6.273 eV
E_HOMO (alpha / beta): -0.109 / -0.133 hartree
charge: -1

---

Density functional theory data (ωB97M-V/def2-TZVPD) for a molecular structure, C27H35BrCl2I2N5OSSi2W at a distorted geometry.

Geometry (Å):
W: 0.372 0.055 -0.038
Cl: -0.443 -1.440 -1.739
C: -1.577 -2.547 -1.016
C: -2.080 -3.596 -1.765
C: -2.983 -4.472 -1.183
C: -3.403 -4.285 0.125
C: -2.901 -3.227 0.863
Cl: -3.418 -2.972 2.486
C: -1.956 -2.350 0.310
S: -1.264 -1.109 1.314
H: -1.759 -3.730 -2.786
H: -3.364 -5.306 -1.752
H: -4.111 -4.959 0.580
O: 1.873 4.110 4.458
C: 1.481 3.229 3.541
C: 0.943 1.968 3.835
C: 0.628 1.103 2.816
N: 0.802 1.384 1.504
C: 1.216 2.639 1.250
Br: 1.184 3.060 -0.596
C: 1.573 3.575 2.186
H: 1.764 3.774 5.357
H: 0.774 1.667 4.857
H: 0.199 0.135 3.033
H: 1.918 4.553 1.898
C: 4.016 1.423 -0.113
Si: 2.753 0.254 -1.016
C: 2.715 0.797 -2.870
C: 3.627 -1.426 -0.899
C: 4.800 -1.650 -1.604
C: 5.538 -2.800 -1.393
C: 5.103 -3.728 -0.461
C: 3.924 -3.515 0.229
C: 3.171 -2.370 0.010
Si: 1.548 -2.089 0.971
C: 0.690 -3.815 0.921
C: 1.970 -1.850 2.832
H: 5.007 0.979 -0.163
H: 3.789 1.558 0.942
H: 4.073 2.406 -0.571
H: 3.715 1.060 -3.200
H: 2.082 1.663 -3.043
H: 2.369 -0.016 -3.502
H: 5.142 -0.918 -2.317
H: 6.452 -2.967 -1.943
H: 5.685 -4.617 -0.271
H: 3.590 -4.244 0.950
H: 1.366 -4.548 1.345
H: 0.458 -4.147 -0.087
H: -0.220 -3.854 1.508
H: 2.638 -2.650 3.132
H: 1.082 -1.921 3.453
H: 2.472 -0.912 3.044
C: -2.073 2.756 -1.567
N: -3.382 3.366 -1.619
C: -4.362 2.368 -2.030
N: -4.370 1.246 -1.099
C: -3.053 0.653 -1.058
N: -2.000 1.607 -0.626
C: -2.411 2.131 0.699
N: -3.722 2.742 0.678
C: -3.728 3.840 -0.284
C: -4.697 1.751 0.230
H: -1.367 3.529 -1.256
H: -1.810 2.406 -2.568
H: -4.109 2.005 -3.030
H: -5.354 2.826 -2.052
H: -2.798 0.279 -2.056
H: -3.092 -0.183 -0.353
H: -1.680 2.882 1.025
H: -2.424 1.309 1.424
H: -3.002 4.598 0.025
H: -4.724 4.286 -0.308
H: -5.684 2.216 0.201
H: -4.714 0.918 0.937
I: -0.651 0.530 -4.621
I: 0.184 2.575 -6.117

## Properties
LUMO (alpha / beta): -4.3511 / -4.3503 eV
energy relative to the best compared isomer or geometry (same formula, charge and spin): 48.6 kcal per mole
HOMO-LUMO gap (alpha / beta): 6.025 / 6.026 eV
E_HOMO (alpha / beta): -0.381 / -0.381 hartree
charge: +1

---

Q: Among the records above, which one has the highest charge?
A: C32H46Cl2O2P4Re

---

Repeat the second record exactly.
Density functional theory data (ωB97M-V/def2-TZVPD) for 2 unconnected molecules or ions with the total composition C2H2Cl2O at a distorted geometry.

Geometry (Å):
C: 0.673 -0.275 -0.552
C: -1.124 0.564 0.482
O: -1.488 1.670 0.719
Cl: 2.069 0.814 -0.424
Cl: 0.960 -1.606 0.487
H: 0.271 -0.682 -1.452
H: -1.361 -0.486 0.740

## Properties
LUMO: 0.1945 eV
energy relative to the best compared isomer or geometry (same formula, charge and spin): 63.8 kcal per mole
HOMO-LUMO gap: 9.005 eV
E_HOMO: -0.324 hartree
charge: 0

---

Q: The highest charge belongs to which entry?
A: C32H46Cl2O2P4Re

---

Q: Among the records above, which one has the highest energy relative to the best compared isomer or geometry (same formula, charge and spin)?
A: C50H49FeN6O3PS4